Entry 1:
# C20H32N3O12P

A 2-piece molecular cluster, C20H32N3O12P overall at a distorted geometry (wB97M-V/def2-TZVPD, the Open Molecules 2025 dataset).

CARTESIAN COORDINATES (ANGSTROEM)
C (-0.302, 6.324, -2.763)
C (0.166, 5.742, -1.443)
O (0.869, 6.389, -0.688)
N (-0.093, 4.457, -1.045)
C (-0.894, 3.439, -1.732)
C (-2.361, 3.550, -1.254)
O (-3.065, 4.497, -2.065)
C (-3.138, 2.225, -1.309)
O (-4.421, 2.433, -0.691)
C (-2.292, 1.166, -0.595)
C (-2.985, -0.184, -0.404)
O (-2.152, -0.955, 0.471)
P (-2.710, -2.449, 0.759)
O (-1.710, -3.304, 1.421)
O (-3.082, -3.138, -0.601)
O (-3.963, -2.387, 1.706)
O (-1.127, 0.965, -1.416)
C (-0.229, 2.071, -1.440)
O (0.376, 2.032, -0.157)
H (0.106, 7.330, -2.892)
H (0.037, 5.699, -3.591)
H (-1.392, 6.385, -2.780)
H (0.360, 4.180, -0.174)
H (-0.878, 3.580, -2.818)
H (-2.357, 3.892, -0.212)
H (-3.989, 4.546, -1.752)
H (-3.284, 1.927, -2.353)
H (-5.028, 1.690, -0.859)
H (-2.028, 1.541, 0.401)
H (-3.972, -0.043, 0.050)
H (-3.118, -0.670, -1.378)
H (-2.169, -3.213, -0.966)
H (-4.010, -3.317, 1.958)
H (0.538, 1.895, -2.202)
H (0.385, 1.103, 0.133)
C (1.418, -5.453, 0.751)
N (1.220, -4.022, 0.540)
C (2.189, -3.170, 0.180)
O (3.352, -3.529, 0.017)
C (1.836, -1.686, -0.021)
C (1.223, -1.060, 1.242)
C (2.223, -1.035, 2.388)
C (3.165, 0.010, 2.476)
C (4.157, -0.013, 3.477)
C (4.214, -1.085, 4.390)
O (5.188, -1.116, 5.337)
C (3.262, -2.125, 4.312)
C (2.268, -2.096, 3.314)
N (1.128, -1.355, -1.276)
C (0.113, -1.982, -1.878)
C (-0.160, -1.578, -3.310)
O (-0.582, -2.856, -1.375)
H (1.779, -5.912, -0.171)
H (2.159, -5.610, 1.537)
H (0.474, -5.917, 1.042)
H (0.278, -3.656, 0.649)
H (2.809, -1.203, -0.124)
H (0.916, -0.042, 1.038)
H (0.336, -1.616, 1.542)
H (3.141, 0.825, 1.766)
H (4.887, 0.779, 3.548)
H (5.170, -1.931, 5.839)
H (3.300, -2.947, 5.009)
H (1.553, -2.905, 3.242)
H (1.573, -0.645, -1.833)
H (-0.519, -0.553, -3.347)
H (-0.914, -2.241, -3.731)
H (0.756, -1.668, -3.892)

Force components x, y, z for each atom (eV/Å):
-0.30 -0.34 0.14
1.00 0.25 0.62
-0.01 0.59 -0.05
-0.46 -0.54 -1.19
-0.08 0.41 0.99
-1.20 -0.43 -0.22
0.20 0.07 0.19
-0.13 -0.44 0.26
0.29 -0.02 -0.04
-0.36 0.02 -0.18
0.33 1.04 -0.44
-1.43 -1.24 0.04
2.67 -0.94 0.91
0.77 0.46 0.32
-0.83 1.01 -0.12
-0.86 0.77 -0.83
-0.29 0.23 -0.76
-0.43 -0.91 1.22
0.22 0.80 -0.04
0.04 -0.32 0.27
-0.13 -0.01 -0.03
0.04 -0.15 -0.12
-0.24 0.19 -0.38
-0.01 0.10 0.14
0.05 -0.10 -0.02
0.62 -0.15 -0.05
0.12 0.02 -0.02
0.53 0.45 -0.09
0.16 -0.06 -0.08
0.15 0.10 0.03
0.16 -0.12 0.14
0.19 -0.38 -0.91
-0.46 -0.20 0.61
-0.27 -0.30 -0.06
-0.08 0.46 -0.43
0.31 0.48 -0.14
-0.87 0.36 0.34
0.73 -0.80 -0.35
-0.28 0.21 -0.02
0.01 0.51 0.28
-0.04 -0.49 0.45
0.25 -0.11 0.07
0.22 -1.12 1.05
-0.54 -0.59 -0.04
-1.02 -0.54 -0.62
0.36 0.73 -0.16
-0.24 0.92 -0.97
0.95 0.81 0.18
0.48 -0.10 0.40
-0.68 -0.17 -0.76
0.16 0.03 0.02
0.14 -0.19 0.60
0.04 -0.07 0.09
0.00 -0.10 -0.06
0.08 0.23 -0.05
0.04 -0.18 -0.03
0.04 -0.21 -0.18
0.01 0.04 0.03
-0.18 0.04 -0.01
-0.01 0.10 -0.04
0.07 0.05 0.03
-0.20 -0.24 0.00
0.03 -0.13 0.15
-0.04 0.01 0.00
0.12 -0.09 -0.02
0.00 0.15 -0.04
0.07 0.07 0.12
0.02 0.09 -0.13

The LUMO energy is 0.135 eV. Its spin multiplicity is 1. For the highest occupied orbital energy, the calculation gives -8.40 eV. Its molecular weight is 537.46 g mol⁻¹. For the total energy, the calculation gives -59592.653 eV. The HOMO-LUMO gap is 8.534 eV. Its structure (SMILES) is CC(=O)N[C@@H]1[C@@H](O)[C@H](O)[C@@H](COP(=O)(O)O)O[C@@H]1O.CNC(=O)[C@H](Cc1ccc(O)cc1)NC(C)=O.

Entry 2:
# C20H32NO10P2STc

C20H32NO10P2STc as an isolated structure at a distorted geometry (wB97M-V/def2-TZVPD, the Open Molecules 2025 dataset).

CARTESIAN COORDINATES (ANGSTROEM)
Tc (0.834, 0.423, -0.985)
C (1.322, -1.670, -3.245)
O (1.802, -1.291, -1.906)
C (3.230, -1.527, -1.745)
C (3.456, -1.923, -0.318)
O (2.757, -1.023, 0.539)
C (3.544, 0.014, 1.102)
C (3.852, 1.060, 0.084)
O (2.594, 1.577, -0.468)
C (2.522, 3.038, -0.389)
H (1.711, -2.655, -3.473)
H (1.676, -0.954, -3.983)
H (0.244, -1.711, -3.229)
H (3.777, -0.640, -2.056)
H (3.518, -2.348, -2.394)
H (4.524, -1.949, -0.101)
H (3.042, -2.911, -0.148)
H (4.471, -0.362, 1.531)
H (2.944, 0.447, 1.902)
H (4.453, 0.681, -0.735)
H (4.393, 1.882, 0.545)
H (2.690, 3.353, 0.637)
H (1.532, 3.348, -0.692)
H (3.276, 3.469, -1.038)
N (-1.835, 1.302, -4.589)
C (-2.017, 1.458, -3.062)
C (-3.293, 2.248, -2.756)
P (-2.055, -0.335, -2.428)
O (-3.361, -0.474, -1.554)
O (-2.030, -1.137, -3.672)
O (-0.920, -0.490, -1.393)
P (-0.519, 2.221, -2.370)
O (-0.574, 3.650, -2.989)
O (-0.439, 2.144, -0.847)
O (0.660, 1.351, -2.863)
H (-1.957, 0.281, -4.771)
H (-0.915, 1.560, -4.934)
H (-2.525, 1.841, -5.104)
H (-4.168, 1.742, -3.170)
H (-3.238, 3.255, -3.170)
H (-3.441, 2.330, -1.679)
H (-4.117, -0.897, -2.014)
H (0.049, 4.354, -2.709)
O (0.373, -0.018, 0.941)
S (-1.120, -0.180, 1.392)
C (-1.321, -1.863, 1.864)
C (-0.407, -2.448, 2.746)
C (-0.606, -3.770, 3.090)
C (-1.708, -4.466, 2.588)
C (-2.613, -3.853, 1.721)
C (-2.425, -2.532, 1.348)
C (-1.136, 0.522, 3.011)
C (-2.351, 0.360, 3.751)
C (-2.433, 0.886, 5.009)
C (-1.330, 1.578, 5.535)
C (-0.126, 1.738, 4.782)
C (-0.031, 1.218, 3.517)
H (0.449, -1.895, 3.126)
H (0.091, -4.259, 3.760)
H (-1.861, -5.498, 2.876)
H (-3.458, -4.408, 1.332)
H (-3.111, -2.036, 0.664)
H (-3.193, -0.181, 3.323)
H (-3.339, 0.772, 5.592)
H (-1.396, 2.009, 6.528)
H (0.713, 2.269, 5.217)
H (0.868, 1.327, 2.923)

Force components x, y, z for each atom (eV/Å):
-1.26 -0.57 0.81
0.13 0.02 -0.07
-0.50 0.63 0.01
0.13 -0.10 -0.08
-0.06 0.06 0.22
0.05 0.09 -0.18
-0.27 -0.07 0.23
0.21 0.07 0.01
-0.70 -0.04 -0.18
0.11 0.04 0.01
0.06 -0.12 0.09
0.08 0.09 0.04
-0.15 0.03 0.11
-0.06 0.10 -0.10
-0.04 -0.08 -0.19
0.07 -0.02 0.05
-0.06 -0.10 0.11
0.10 -0.12 0.05
0.00 -0.06 0.07
0.03 0.08 -0.15
-0.05 0.17 -0.02
-0.02 -0.09 0.08
-0.07 -0.04 0.01
0.11 -0.06 -0.11
-0.11 -0.07 0.68
0.09 -0.12 0.02
0.04 -0.02 -0.08
-0.73 -0.16 -0.68
-0.06 -0.13 -0.29
0.18 0.23 0.43
1.27 0.35 0.08
-0.30 0.55 -1.00
0.39 0.17 0.37
0.66 -0.80 0.17
0.34 -0.19 0.59
-0.08 -0.16 -0.01
0.29 0.12 -0.06
-0.22 0.17 -0.10
0.03 0.00 0.02
0.01 -0.01 -0.01
0.03 -0.04 0.00
0.38 0.17 0.23
-0.32 -0.31 -0.21
1.14 0.35 -1.35
-1.36 -0.28 0.74
0.33 0.00 -0.26
-0.06 -0.05 -0.27
-0.06 -0.03 0.04
-0.12 0.13 -0.15
0.05 -0.22 0.20
0.21 0.00 -0.12
-0.53 0.58 0.96
1.16 -0.22 -1.59
0.69 0.66 0.73
0.89 0.07 -0.72
-1.38 0.10 1.54
-0.70 -0.63 -0.77
-0.21 -0.03 -0.03
-0.08 -0.01 -0.03
0.00 0.02 -0.02
0.04 0.01 0.08
0.13 -0.06 0.13
0.16 0.05 0.03
0.08 0.03 -0.03
0.07 -0.08 -0.12
-0.12 -0.02 0.01
-0.04 0.00 0.05

The LUMO energy (alpha / beta) is -10.571 / -11.198 eV. Its spin multiplicity is 4. For the highest occupied orbital energy (alpha / beta), the calculation gives -16.27 / -16.27 eV. Its charge is +3. Its molecular weight is 638.49 g mol⁻¹. For the total energy, the calculation gives -74813.816 eV. The HOMO-LUMO gap (alpha / beta) is 5.704 / 5.077 eV.

Entry 3:
# C20H33AlBClF9LiN2NaO11

C20H33AlBClF9LiN2NaO11 as an isolated structure at a distorted geometry (wB97M-V/def2-TZVPD, the Open Molecules 2025 dataset).

CARTESIAN COORDINATES (ANGSTROEM)
C (4.571, 0.650, 3.033)
C (4.218, 1.061, 1.788)
C (2.848, 1.211, 1.324)
B (1.994, -0.248, 1.503)
C (1.627, -0.343, 3.123)
C (2.150, -1.632, 3.867)
C (1.303, -2.931, 3.613)
C (2.042, -4.072, 4.426)
N (3.135, -4.669, 3.570)
C (2.963, -1.443, 0.961)
C (3.526, -1.209, -0.465)
C (2.438, -1.382, -1.524)
O (1.712, -2.296, -1.572)
O (2.299, -0.365, -2.424)
O (0.801, -0.054, 0.643)
C (-0.153, -1.055, 0.741)
C (-1.145, -0.972, -0.472)
H (5.045, -0.413, 3.127)
H (4.405, 1.177, 3.973)
H (5.030, 1.228, 1.064)
H (2.283, 2.029, 1.803)
H (2.851, 1.440, 0.249)
H (2.123, 0.559, 3.658)
H (0.514, -0.263, 3.341)
H (2.032, -1.440, 4.951)
H (3.223, -1.816, 3.727)
H (1.305, -3.229, 2.557)
H (0.286, -2.863, 4.033)
H (2.567, -3.642, 5.292)
H (1.354, -4.826, 4.830)
H (2.685, -5.045, 2.732)
H (3.737, -3.915, 3.234)
H (2.464, -2.426, 0.904)
H (3.848, -1.626, 1.602)
H (4.246, -2.025, -0.644)
H (4.099, -0.281, -0.586)
H (3.166, -0.066, -2.731)
H (0.245, -2.087, 0.754)
H (-0.785, -0.966, 1.655)
H (-2.183, -1.197, -0.085)
H (-0.926, -1.768, -1.205)
H (-1.170, 0.017, -0.924)
Li (-2.517, -2.727, 0.084)
N (-1.389, -1.351, -3.841)
O (-0.680, -1.134, -4.820)
O (-1.884, -0.398, -3.196)
O (-1.625, -2.526, -3.480)
Al (3.819, -6.280, 4.794)
C (-2.428, 4.740, -0.218)
C (-2.480, 3.980, 1.116)
C (-2.552, 2.458, 1.021)
F (-3.659, 2.039, 0.388)
F (-2.587, 1.921, 2.280)
F (-3.496, 4.455, 1.864)
F (-1.327, 4.281, 1.797)
O (-3.648, 5.271, -0.692)
C (-4.483, 4.438, -1.427)
C (-5.818, 4.203, -0.720)
F (-5.626, 3.636, 0.494)
F (-6.581, 3.359, -1.446)
F (-3.853, 3.286, -1.728)
F (-4.720, 5.065, -2.594)
H (-1.810, 5.619, -0.033)
H (-1.899, 4.181, -0.991)
H (-1.674, 2.055, 0.505)
H (-6.355, 5.144, -0.584)
C (-1.715, 0.697, -7.555)
C (-2.523, -0.545, -7.816)
O (-3.815, -0.025, -8.089)
C (-3.624, 1.217, -8.624)
O (-4.453, 1.830, -9.206)
O (-2.356, 1.655, -8.405)
F (-2.583, -1.325, -6.719)
H (-1.784, 1.024, -6.517)
H (-0.666, 0.579, -7.818)
H (-2.181, -1.136, -8.668)
Cl (5.839, -1.500, 4.420)
O (-0.406, -3.496, 6.163)
H (0.131, -2.706, 6.221)
Na (0.635, 1.209, 4.592)

Force components x, y, z for each atom (eV/Å):
-0.42 0.12 0.28
-0.30 1.00 -0.54
0.71 1.25 -0.95
-0.56 -0.34 -0.14
0.59 -0.37 0.91
-1.61 0.32 0.35
1.41 -0.30 1.16
-0.07 0.98 -0.44
-0.51 -0.42 0.03
0.36 -0.20 -0.28
0.25 -0.92 0.01
1.43 2.32 -0.13
-1.61 -2.02 0.46
0.33 -0.19 -0.16
0.54 -0.14 0.55
-1.64 -0.27 -0.53
0.09 -1.24 1.16
0.31 0.04 0.72
-0.01 -0.34 -0.07
-0.14 -0.90 -0.05
0.07 -0.54 0.40
0.08 -0.04 0.27
0.05 -1.30 -0.97
0.89 -0.55 -0.80
0.23 -0.23 -0.21
-0.26 0.23 -0.21
-0.23 0.19 0.15
0.20 0.09 -0.16
-0.35 -0.01 -0.12
0.05 0.09 -0.33
0.16 0.00 0.01
0.18 -0.13 0.19
-0.03 0.35 0.06
-0.31 0.15 -0.03
-0.13 0.26 -0.14
-0.32 -0.02 0.06
-0.14 0.22 0.21
0.37 0.33 0.03
0.48 0.19 0.00
0.55 1.54 -0.30
0.13 0.70 -0.29
-0.12 -0.31 -0.18
-0.04 -0.69 -0.61
0.03 0.12 -0.16
0.19 0.05 0.05
-0.10 0.03 0.13
-0.08 -0.17 0.48
0.05 0.23 -0.09
0.58 0.56 -0.34
-0.63 0.63 -0.07
0.09 -0.52 -0.04
0.23 -0.05 0.29
0.20 0.09 0.11
0.09 -0.20 0.08
0.21 -0.33 -0.11
-0.40 -0.72 0.33
0.90 0.33 -0.47
-0.60 -0.02 0.20
0.01 0.13 -0.12
0.18 0.06 -0.11
-0.36 0.02 -0.10
-0.29 -0.03 0.12
-0.09 0.01 0.18
-0.14 -0.24 0.11
0.04 0.09 0.02
0.11 0.05 -0.08
0.49 0.27 0.04
-0.12 -0.14 0.57
0.42 0.21 -0.40
-0.18 0.25 -0.03
-0.07 0.04 0.03
-0.23 -0.33 0.00
-0.27 -0.21 -0.18
-0.11 -0.23 0.04
-0.06 0.14 -0.15
-0.04 -0.10 0.07
-0.08 0.03 -0.44
0.05 -0.28 -0.59
0.24 0.46 0.29
-0.96 0.85 0.98

The LUMO energy is -7.832 eV. Its spin multiplicity is 1. For the highest occupied orbital energy, the calculation gives -9.38 eV. Its charge is +1. Its molecular weight is 751.65 g mol⁻¹. For the total energy, the calculation gives -95632.743 eV. The HOMO-LUMO gap is 1.550 eV.

Entry 4:
# C20H33As2FN5O4Sn

C20H33As2FN5O4Sn as an isolated structure (wB97M-V/def2-TZVPD, the Open Molecules 2025 dataset).

CARTESIAN COORDINATES (ANGSTROEM)
Sn (-0.242, -0.082, -0.227)
N (0.597, -0.624, 1.833)
C (1.041, -2.012, 2.038)
C (1.933, -2.447, 0.887)
N (1.291, -2.236, -0.414)
C (0.538, -3.361, -0.982)
C (-0.906, -3.397, -0.507)
N (-1.545, -2.100, -0.761)
H (-0.153, -0.403, 2.500)
H (1.363, 0.029, 1.993)
H (1.572, -2.117, 2.986)
H (0.146, -2.631, 2.106)
H (2.837, -1.833, 0.905)
H (2.246, -3.487, 1.026)
H (1.992, -1.944, -1.082)
H (0.544, -3.238, -2.067)
H (1.021, -4.321, -0.768)
H (-1.426, -4.220, -1.003)
H (-0.959, -3.591, 0.564)
H (-1.783, -2.001, -1.745)
H (-2.421, -1.994, -0.253)
C (-1.174, 4.127, 0.891)
As (0.368, 2.935, 0.804)
C (1.480, 3.781, 2.174)
C (1.283, 3.552, -0.802)
C (0.837, 4.668, -1.505)
C (1.498, 5.099, -2.645)
C (2.618, 4.419, -3.093)
C (3.067, 3.304, -2.403)
C (2.406, 2.853, -1.264)
As (3.063, 1.269, -0.317)
C (4.851, 1.910, 0.149)
C (3.561, 0.158, -1.856)
H (-1.816, 3.975, 0.025)
H (-0.876, 5.173, 0.950)
H (-1.735, 3.870, 1.789)
H (1.641, 4.832, 1.937)
H (2.442, 3.273, 2.230)
H (0.982, 3.696, 3.140)
H (-0.032, 5.216, -1.166)
H (1.139, 5.968, -3.179)
H (3.142, 4.753, -3.978)
H (3.945, 2.784, -2.766)
H (5.341, 2.340, -0.723)
H (5.445, 1.078, 0.526)
H (4.775, 2.668, 0.927)
H (4.316, 0.637, -2.478)
H (2.677, -0.035, -2.465)
H (3.975, -0.786, -1.496)
F (-5.837, -3.496, 4.313)
C (-4.782, -2.690, 4.258)
C (-4.769, -1.606, 3.481)
N (-3.675, -0.758, 3.431)
C (-3.682, 0.380, 2.513)
C (-3.148, -0.109, 1.166)
O (-3.867, -0.650, 0.345)
O (-1.862, -0.019, 1.104)
C (-2.516, -1.038, 4.114)
O (-1.493, -0.373, 4.011)
N (-2.577, -2.142, 4.928)
C (-3.635, -3.045, 5.094)
O (-3.551, -3.988, 5.834)
H (-5.606, -1.340, 2.852)
H (-3.041, 1.150, 2.932)
H (-4.701, 0.745, 2.414)
H (-1.751, -2.326, 5.482)

Force components x, y, z for each atom (eV/Å):
0.00 -0.26 -0.43
0.02 0.06 0.15
-0.08 0.00 -0.01
0.11 -0.01 0.04
-0.07 0.09 0.00
0.01 -0.08 -0.05
-0.01 0.02 0.03
0.17 -0.11 -0.07
0.04 0.10 -0.06
0.01 -0.04 -0.01
0.04 -0.01 -0.03
0.02 -0.02 -0.02
0.00 -0.03 0.02
-0.04 0.00 -0.01
0.00 0.01 0.01
0.00 -0.01 0.00
0.01 0.02 0.02
0.02 0.01 0.00
0.02 -0.01 0.00
0.00 -0.07 0.00
-0.11 0.10 -0.07
0.03 0.03 -0.04
-0.07 -0.06 0.25
0.02 0.02 -0.03
0.03 -0.02 0.02
0.00 0.01 0.00
-0.02 0.02 0.00
0.01 0.00 -0.02
0.02 -0.02 -0.01
-0.01 -0.01 0.01
0.00 0.03 -0.04
0.01 -0.01 0.01
0.00 0.00 0.01
0.00 0.00 0.00
0.00 -0.01 -0.01
0.01 0.00 0.00
0.00 -0.01 0.00
0.00 0.01 0.00
0.00 -0.01 -0.01
0.00 -0.01 0.01
-0.01 0.01 -0.01
0.01 0.01 -0.01
0.00 0.00 0.00
0.00 0.00 0.00
0.00 0.01 0.00
0.00 0.00 0.00
0.00 0.00 0.00
0.00 0.00 0.00
0.01 0.01 0.00
-0.01 0.01 -0.01
0.01 0.03 -0.02
-0.02 -0.08 0.07
0.09 0.04 0.06
-0.17 0.02 -0.08
0.13 -0.16 0.20
-0.15 0.02 -0.06
0.00 0.47 0.18
0.11 0.03 0.00
-0.06 -0.05 0.04
-0.03 0.01 0.01
-0.05 -0.01 -0.02
0.00 -0.01 0.00
-0.02 -0.02 0.01
0.01 0.01 -0.05
-0.01 -0.06 0.02
-0.01 0.01 -0.01

The LUMO energy is -2.234 eV. Its spin multiplicity is 1. For the highest occupied orbital energy, the calculation gives -10.88 eV. Its charge is +1. Its molecular weight is 695.07 g mol⁻¹. For the total energy, the calculation gives -167139.033 eV. The HOMO-LUMO gap is 8.650 eV.

- molecular weight of number 2 (C20H32NO10P2STc)?
  638.49 g mol⁻¹